ORCA calculation (ωB97M-V/def2-TZVPD) on a 5-piece molecular cluster, C27H58N6O9 overall at a distorted geometry.

Results
- charge = 0
- SMILES = NCCC1=C(O)C(=O)C(O)=C(CCC(N)=O)C1=O.COC[C@@H](C)N.COC[C@@H](C)N.COC[C@@H](C)N.COC[C@@H](C)N

Geometry (Å):
N (-1.669, 3.710, 1.672)
C (-0.627, 3.015, 0.811)
C (-0.302, 1.525, 1.289)
C (-1.273, 0.408, 0.706)
C (-1.409, -0.874, 1.309)
O (-0.693, -1.259, 2.478)
C (-2.454, -1.923, 0.670)
O (-2.204, -3.129, 0.518)
C (-3.839, -1.249, 0.197)
O (-5.103, -1.854, 0.377)
C (-3.701, 0.026, -0.420)
C (-4.913, 0.917, -0.931)
C (-6.145, 1.034, 0.084)
C (-5.760, 1.465, 1.563)
N (-4.780, 0.805, 2.423)
O (-6.390, 2.443, 2.060)
C (-2.215, 0.625, -0.584)
O (-1.819, 1.175, -1.635)
H (-1.720, 4.667, 1.271)
H (-2.568, 3.266, 1.418)
H (0.316, 3.671, 0.876)
H (-0.995, 3.108, -0.262)
H (0.774, 1.252, 1.042)
H (-0.396, 1.526, 2.438)
H (-1.228, -0.940, 3.245)
H (-5.308, -1.914, 1.339)
H (-4.498, 1.983, -1.058)
H (-5.242, 0.565, -1.973)
H (-6.826, 1.860, -0.334)
H (-6.758, 0.070, 0.034)
H (-4.917, 1.046, 3.413)
H (-3.814, 1.027, 2.116)
C (-4.664, -2.193, -4.603)
C (-6.110, -1.816, -4.910)
C (-6.472, -1.924, -6.406)
O (-5.974, -0.859, -7.209)
C (-4.616, -0.995, -7.593)
N (-6.374, -0.470, -4.387)
H (-3.957, -1.407, -4.877)
H (-4.539, -2.372, -3.532)
H (-4.376, -3.108, -5.127)
H (-6.749, -2.524, -4.371)
H (-7.562, -1.871, -6.493)
H (-6.173, -2.893, -6.823)
H (-4.337, -2.039, -7.761)
H (-3.965, -0.546, -6.839)
H (-4.469, -0.443, -8.523)
H (-7.365, -0.263, -4.502)
H (-5.916, 0.194, -5.012)
C (3.185, 4.544, 5.612)
C (2.923, 3.171, 5.000)
C (3.257, 3.092, 3.496)
O (2.292, 3.708, 2.647)
C (2.418, 5.115, 2.538)
N (1.530, 2.789, 5.264)
H (2.415, 5.273, 5.357)
H (3.206, 4.473, 6.703)
H (4.152, 4.941, 5.288)
H (3.577, 2.458, 5.515)
H (3.267, 2.036, 3.209)
H (4.260, 3.480, 3.285)
H (3.462, 5.440, 2.577)
H (1.838, 5.607, 3.322)
H (1.996, 5.421, 1.579)
H (1.387, 1.832, 4.945)
H (0.940, 3.342, 4.640)
C (2.219, -6.036, 0.230)
C (0.772, -5.657, -0.075)
C (0.409, -5.764, -1.571)
O (0.908, -4.701, -2.377)
C (2.264, -4.840, -2.762)
N (0.511, -4.311, 0.447)
H (2.926, -5.252, -0.045)
H (2.344, -6.214, 1.301)
H (2.505, -6.952, -0.294)
H (0.133, -6.363, 0.465)
H (-0.680, -5.710, -1.657)
H (0.706, -6.735, -1.988)
H (2.541, -5.885, -2.929)
H (2.917, -4.391, -2.009)
H (2.411, -4.290, -3.693)
H (-0.481, -4.102, 0.333)
H (0.970, -3.649, -0.179)
C (8.473, 0.679, 0.245)
C (7.587, 1.921, 0.239)
C (7.099, 2.338, 1.642)
O (6.046, 1.531, 2.162)
C (6.472, 0.310, 2.742)
N (6.464, 1.702, -0.680)
H (7.904, -0.243, 0.370)
H (9.010, 0.594, -0.703)
H (9.218, 0.731, 1.044)
H (8.193, 2.747, -0.151)
H (6.684, 3.348, 1.567)
H (7.929, 2.395, 2.357)
H (7.442, 0.405, 3.239)
H (6.510, -0.474, 1.983)
H (5.731, 0.010, 3.485)
H (5.933, 2.567, -0.761)
H (5.815, 1.063, -0.219)

---

ORCA calculation (ωB97M-V/def2-TZVPD) on C31H55BrNO3P3Pd as an isolated structure at a distorted geometry.

Results
- charge = 0

Geometry (Å):
N (0.585, 0.495, 7.301)
C (-0.405, 0.644, 6.420)
C (-0.627, -0.272, 5.388)
C (0.194, -1.430, 5.305)
C (1.222, -1.572, 6.263)
C (1.375, -0.576, 7.238)
C (-0.011, -2.382, 4.239)
Pd (1.760, -2.155, -1.758)
P (0.761, -0.823, -3.867)
C (0.845, -3.399, 3.907)
C (0.952, -3.820, 2.526)
C (2.201, -4.176, 1.942)
C (2.424, -3.805, 0.616)
C (1.383, -3.136, -0.038)
C (0.051, -3.167, 0.392)
C (-0.173, -3.609, 1.688)
Br (1.629, -3.792, -3.640)
H (-0.895, -2.202, 3.626)
H (1.568, -3.801, 4.621)
H (-1.400, -0.055, 4.651)
H (1.911, -2.417, 6.249)
H (-1.028, 1.539, 6.525)
H (2.176, -0.646, 7.980)
H (3.000, -4.617, 2.549)
H (-1.186, -3.652, 2.091)
H (3.375, -3.959, 0.104)
H (-0.745, -2.830, -0.270)
P (2.329, -0.360, -0.430)
C (-0.985, -1.376, -3.829)
C (-1.566, -1.858, -5.150)
H (-1.569, -0.541, -3.408)
H (-1.001, -2.182, -3.078)
H (-2.609, -2.153, -4.981)
H (-1.572, -1.079, -5.922)
H (-1.032, -2.736, -5.533)
C (1.688, -1.230, -5.404)
C (1.378, -0.580, -6.736)
H (1.622, -2.334, -5.477)
H (2.734, -1.011, -5.128)
H (1.940, -1.114, -7.513)
H (0.321, -0.629, -7.018)
H (1.721, 0.459, -6.745)
C (0.647, 1.004, -3.878)
C (-0.274, 1.640, -4.914)
H (1.680, 1.366, -3.990)
H (0.321, 1.294, -2.871)
H (-0.126, 2.730, -4.898)
H (-0.062, 1.295, -5.932)
H (-1.331, 1.447, -4.687)
C (1.412, 1.223, -0.511)
C (2.170, 2.398, -1.125)
H (1.101, 1.480, 0.511)
H (0.464, 1.024, -1.030)
H (3.005, 2.711, -0.481)
H (2.573, 2.175, -2.122)
H (1.490, 3.255, -1.228)
C (4.076, -0.002, -0.862)
C (5.027, -1.181, -0.667)
H (4.392, 0.864, -0.262)
H (4.062, 0.319, -1.913)
H (5.960, -0.968, -1.202)
H (5.274, -1.331, 0.391)
H (4.618, -2.117, -1.066)
C (2.474, -0.704, 1.383)
C (1.977, 0.315, 2.399)
H (3.531, -0.953, 1.562)
H (1.919, -1.636, 1.554)
H (2.200, -0.069, 3.403)
H (2.462, 1.291, 2.283)
H (0.888, 0.425, 2.336)
C (-4.245, 0.529, 3.277)
C (-3.807, 0.637, 1.843)
O (-2.409, 1.038, 1.843)
P (-1.774, 1.927, 0.623)
O (-2.466, 3.399, 0.907)
C (-2.399, 4.063, 2.184)
C (-3.568, 5.014, 2.267)
O (-2.620, 1.414, -0.687)
C (-2.935, 2.272, -1.807)
C (-4.252, 1.819, -2.383)
H (-3.661, -0.220, 3.823)
H (-5.297, 0.232, 3.304)
H (-4.146, 1.493, 3.791)
H (-3.884, -0.325, 1.321)
H (-4.418, 1.376, 1.302)
H (-1.449, 4.607, 2.252)
H (-2.444, 3.334, 3.007)
H (-4.521, 4.473, 2.247)
H (-3.514, 5.566, 3.208)
H (-3.557, 5.736, 1.443)
H (-3.000, 3.320, -1.491)
H (-2.128, 2.192, -2.551)
H (-5.055, 1.938, -1.646)
H (-4.497, 2.438, -3.252)
H (-4.221, 0.771, -2.702)

---

ORCA calculation (ωB97M-V/def2-TZVPD) on a 2-piece molecular cluster, C26H41Br2NO9P2 overall at a distorted geometry.

Results
- charge = 0
- SMILES = CCCCCCc1c(CC(C)C)c(CC(=O)O)c(Br)c2c1C(=O)N(P(O)Br)C2=O.CCOP(=O)(OCC)OCC

Geometry (Å):
C (-6.213, -2.583, 3.162)
C (-4.878, -1.812, 3.380)
C (-4.333, -1.368, 1.980)
C (-5.021, -0.104, 1.408)
C (-4.456, 1.264, 1.884)
C (-3.267, 1.241, 2.865)
C (-1.856, 0.916, 2.391)
C (-0.784, 0.907, 3.339)
C (-1.017, 1.259, 4.807)
C (-1.588, 2.691, 5.080)
C (-1.223, 3.750, 4.019)
C (-1.184, 3.232, 6.499)
C (0.525, 0.560, 2.965)
C (1.678, 0.473, 3.959)
C (2.462, 1.769, 4.159)
O (2.382, 2.347, 5.217)
O (3.308, 2.283, 3.196)
C (0.830, 0.233, 1.619)
Br (2.573, -0.279, 1.018)
C (-0.172, 0.246, 0.691)
C (-1.518, 0.588, 1.083)
C (-2.278, 0.460, -0.229)
O (-3.153, 1.025, -0.802)
N (-1.550, -0.620, -0.960)
P (-1.624, -2.134, -0.081)
O (-0.075, -2.702, -0.125)
Br (-2.809, -3.641, -1.313)
C (-0.187, -0.093, -0.812)
O (0.621, 0.064, -1.673)
H (-6.617, -2.981, 4.100)
H (-5.976, -3.409, 2.471)
H (-6.930, -1.944, 2.625)
H (-4.155, -2.556, 3.754)
H (-4.990, -0.968, 4.074)
H (-3.239, -1.334, 2.003)
H (-4.591, -2.201, 1.300)
H (-6.076, -0.171, 1.726)
H (-5.060, -0.214, 0.314)
H (-4.211, 1.965, 1.071)
H (-5.283, 1.764, 2.418)
H (-3.525, 0.534, 3.677)
H (-3.238, 2.220, 3.362)
H (-0.110, 1.178, 5.417)
H (-1.748, 0.540, 5.221)
H (-2.685, 2.606, 5.124)
H (-0.135, 3.869, 3.895)
H (-1.646, 4.714, 4.346)
H (-1.642, 3.527, 3.025)
H (-2.100, 3.476, 7.060)
H (-0.612, 4.164, 6.417)
H (-0.654, 2.462, 7.074)
H (1.304, 0.112, 4.922)
H (2.394, -0.300, 3.634)
H (4.195, 2.170, 3.568)
H (-0.074, -3.646, 0.086)
O (4.259, 1.108, -4.914)
P (3.536, -0.027, -5.571)
O (3.964, -1.294, -4.613)
C (3.371, -1.381, -3.314)
C (1.894, -1.718, -3.378)
O (4.553, -0.226, -6.850)
C (5.555, 0.726, -7.192)
C (6.878, 0.372, -6.542)
O (2.364, -0.885, -6.351)
C (2.559, -1.692, -7.517)
C (3.399, -2.925, -7.271)
H (3.529, -0.443, -2.773)
H (3.903, -2.167, -2.777)
H (1.326, -0.909, -3.840)
H (1.496, -1.882, -2.381)
H (1.727, -2.615, -3.977)
H (5.241, 1.738, -6.944)
H (5.667, 0.690, -8.279)
H (6.774, 0.241, -5.465)
H (7.621, 1.150, -6.729)
H (7.254, -0.572, -6.940)
H (2.949, -1.091, -8.338)
H (1.560, -2.007, -7.826)
H (4.416, -2.683, -6.972)
H (3.450, -3.524, -8.182)
H (2.965, -3.533, -6.475)

---

ORCA calculation (ωB97M-V/def2-TZVPD) on C15H24AsCl5N3ORb as an isolated structure.

Results
- charge = 0
- energy above the lowest of the compared OMol25 structures with the same formula, charge and spin (eV) = 0.032

Geometry (Å):
Rb (0.022, -0.128, -0.291)
C (2.536, 2.706, -0.129)
C (3.224, 1.341, -0.302)
N (2.886, 0.385, 0.742)
C (3.129, 0.799, 2.115)
C (1.983, 0.427, 3.070)
N (0.650, 0.653, 2.532)
C (0.119, 2.013, 2.543)
C (0.887, 3.028, 1.700)
N (1.148, 2.626, 0.314)
H (3.121, 3.327, 0.559)
H (2.591, 3.211, -1.096)
H (2.906, 0.901, -1.252)
H (4.305, 1.530, -0.395)
H (3.300, -0.515, 0.542)
H (4.051, 0.367, 2.524)
H (3.284, 1.875, 2.134)
H (2.054, -0.641, 3.288)
H (2.156, 0.957, 4.022)
H (-0.005, 0.062, 3.026)
H (-0.902, 1.952, 2.157)
H (0.062, 2.429, 3.562)
H (0.294, 3.946, 1.722)
H (1.833, 3.273, 2.188)
H (0.538, 3.143, -0.301)
Cl (-2.179, 3.805, -0.144)
C (-3.257, 2.412, 0.071)
C (-2.700, 1.152, 0.072)
C (-3.612, 0.144, 0.245)
Cl (-2.999, -1.549, 0.279)
C (-4.986, 0.303, 0.405)
Cl (-6.059, -1.036, 0.609)
C (-5.487, 1.602, 0.398)
Cl (-7.180, 1.879, 0.597)
C (-4.614, 2.678, 0.231)
Cl (-5.237, 4.290, 0.230)
C (-1.602, -3.527, -2.638)
As (-0.118, -3.936, -1.485)
C (-0.864, -4.653, 0.137)
C (0.829, -5.389, -2.320)
O (0.860, -2.638, -1.208)
H (-2.192, -4.423, -2.829)
H (-1.216, -3.133, -3.577)
H (-2.224, -2.777, -2.151)
H (-1.499, -5.512, -0.080)
H (-1.452, -3.878, 0.624)
H (-0.047, -4.953, 0.790)
H (0.166, -6.238, -2.481)
H (1.653, -5.682, -1.672)
H (1.228, -5.046, -3.272)

---

Computed lowest unoccupied orbital energy (Ha) in order:
-0.0361 -0.0010 -0.0192 -0.0004